24
Properties=species:S:1:pos:R:3 method="wB97M-V/def2-TZVPD" multiplicity=1 orbital_gap_ev="6.94 / 9.62" mol_weight_g_mol=116.208 total_charge=0 largest_force_ha_per_bohr=0.0281 de_lowest_ev=5.664 lumo_ev="0.3 / 1.0"
C 0.51 0.56 -0.57
C -1.42 -0.43 0.41
C 1.62 -0.79 1.06
C 0.64 1.86 0.19
C -2.37 0.57 -0.16
C -1.63 -1.85 0.02
N 0.94 -0.62 -0.21
N 2.53 0.52 -1.58
H 0.02 0.60 -1.54
H -1.14 -0.26 1.45
H 2.56 -0.34 -2.14
H 3.35 0.46 -0.97
H 1.92 0.13 1.57
H 0.96 -1.36 1.72
H 2.50 -1.41 0.88
H 1.69 2.10 0.33
H 0.16 1.81 1.17
H 0.18 2.67 -0.38
H -3.39 0.36 0.19
H -1.55 -1.98 -1.07
H -2.64 -2.19 0.30
H -0.91 -2.53 0.48
H -2.41 0.51 -1.26
H -2.14 1.59 0.12

***

24
Properties=species:S:1:pos:R:3 method="wB97M-V/def2-TZVPD" multiplicity=1 orbital_gap_ev="8.33 / 8.05" mol_weight_g_mol=116.208 total_charge=0 largest_force_ha_per_bohr=0.0771 de_lowest_ev=5.300 lumo_ev="0.9 / 1.0"
C -0.45 0.07 0.19
C 0.74 -0.15 1.97
C -1.39 -1.10 0.21
C -1.10 1.42 0.34
C 0.16 -1.04 -2.99
C 1.62 1.03 2.28
N 0.76 0.03 -0.38
N -0.18 0.10 -2.18
H 1.10 -0.93 -0.46
H 0.12 1.01 -2.52
H 1.25 -1.10 1.90
H -0.16 -0.23 2.58
H -0.85 -2.05 0.11
H -1.66 1.48 1.28
H -2.08 -1.02 -0.64
H -1.98 -1.11 1.13
H -0.37 2.22 0.30
H -1.81 1.56 -0.48
H -0.44 -1.11 -3.91
H 1.21 -1.12 -3.32
H -0.05 -1.99 -2.50
H 2.47 1.08 1.60
H 1.07 1.97 2.21
H 2.01 0.97 3.30

***

24
Properties=species:S:1:pos:R:3 method="wB97M-V/def2-TZVPD" multiplicity=2 orbital_gap_ev="10.87 / 6.52" mol_weight_g_mol=116.208 total_charge=+1 largest_force_ha_per_bohr=0.0366 de_lowest_ev=0.121 s_squared=0.755 lumo_ev="-2.6 / -6.9"
C -0.70 -2.36 0.53
C -0.63 -0.92 1.05
N 0.54 -0.18 0.63
C 1.20 0.55 1.71
C 1.14 -0.58 -1.71
C 0.59 0.44 -0.67
C -0.72 1.02 -1.22
N -1.34 2.06 -0.42
H -1.74 -2.65 0.38
H -0.27 -3.08 1.22
H -0.15 -2.48 -0.40
H -1.49 -0.38 0.64
H -0.67 -0.83 2.13
H 0.50 1.33 2.05
H 1.41 -0.15 2.52
H 2.11 0.99 1.36
H 1.98 -1.13 -1.30
H 1.44 -0.01 -2.59
H 0.36 -1.27 -2.05
H 1.36 1.19 -0.64
H -1.47 0.26 -1.40
H -0.41 1.47 -2.17
H -2.05 1.76 0.23
H -0.69 2.71 0.01

***

25
Properties=species:S:1:pos:R:3 method="wB97M-V/def2-TZVPD" multiplicity=1 orbital_gap_ev="6.78 / 6.78" mol_weight_g_mol=132.207 total_charge=0 largest_force_ha_per_bohr=0.0952 de_lowest_ev=5.338 lumo_ev="0.9 / 0.9"
C -0.83 -0.34 -0.30
C 0.12 1.91 -0.63
C 0.55 -0.17 -0.16
C -0.58 -2.11 0.96
C 1.47 2.46 -1.02
C -0.97 -1.72 2.36
N -1.38 -0.69 -1.53
N 1.44 -0.75 -1.06
O -0.40 2.46 0.56
H 0.28 2.40 1.24
H -1.47 0.23 0.36
H -0.64 2.05 -1.40
H 0.92 0.03 0.84
H -0.96 -1.51 -1.94
H -2.39 -0.78 -1.51
H 2.40 -0.50 -0.91
H 1.17 -0.65 -2.03
H 0.36 -2.66 0.90
H -1.34 -2.68 0.42
H 1.76 2.10 -2.01
H 1.47 3.56 -1.06
H 2.24 2.16 -0.30
H -0.11 -1.34 2.92
H -1.38 -2.54 2.97
H -1.73 -0.93 2.34